Molecular formula: C4H8N2O
Method: DFT, the ωB97M-V functional and the def2-TZVPD basis

Properties
highest occupied orbital energy: -7.6 eV
LUMO: 0.0300 Ha
energy relative to the best compared isomer or geometry (same formula, charge and spin): 188.8 kcal per mole
HOMO-LUMO gap: 8.431 eV
total charge: 0

Last column: natural (NBO) charge in e.
Positions of all 15 atoms, in Å:
C  1.262  -0.824  0.547  -0.089
C  -0.396  0.622  0.742  0.275
N  -1.053  -0.411  -1.799  -0.678
C  -0.709  -0.754  0.582  -0.114
C  -0.088  1.860  1.105  -0.569
O  1.894  -0.195  -0.496  -0.709
N  -1.117  0.092  -0.448  -0.345
H  1.292  -0.227  -1.259  0.488
H  -1.210  0.378  -2.420  0.361
H  -1.857  -1.031  -1.903  0.365
H  1.715  -0.557  1.499  0.174
H  1.262  -1.912  0.444  0.146
H  -0.936  -1.784  0.802  0.239
H  0.497  2.043  1.993  0.221
H  -0.556  2.699  0.612  0.234

Forces on atoms 1 to 6 (eV/Å):
-1.1 -2.3 -0.1
-1.9 1.2 -1.4
1.6 0.7 -0.5
4.1 1.1 -0.8
0.1 -0.6 0.6
-0.5 0.5 -0.5

Molecular formula: C31H24NOS7V
Method: DFT, the ωB97M-V functional and the def2-TZVPD basis

Properties
highest occupied orbital energy (spin up / spin down): -9.7 / -9.6 eV
LUMO (spin up / spin down): -0.1561 / -0.1572 Ha
HOMO-LUMO gap (spin up / spin down): 5.418 / 5.348 eV
total charge: +1
multiplicity: 2

Last column: natural (NBO) charge in e.
Positions of all 65 atoms, in Å:
V  -0.547  1.267  -0.776  1.074
C  1.851  0.693  4.850  -0.628
C  1.613  1.465  3.566  -0.013
C  1.928  0.964  2.351  -0.224
C  1.776  1.721  1.206  -0.198
C  1.284  3.044  1.251  -0.228
C  1.010  3.545  2.494  -0.203
C  1.252  2.796  3.660  -0.177
H  0.903  0.551  5.423  0.225
H  2.605  1.140  5.419  0.230
H  2.191  -0.407  4.673  0.210
H  2.311  -0.040  2.289  0.215
H  2.150  1.384  0.268  0.195
H  1.178  3.756  0.454  0.241
H  0.721  4.565  2.738  0.227
H  1.125  3.223  4.617  0.217
S  -0.971  7.242  -5.145  0.108
C  -0.764  6.084  -4.062  -0.538
S  0.427  4.766  -4.302  0.454
C  -0.120  3.808  -2.937  -0.401
C  -1.141  4.382  -2.123  -0.450
S  -1.637  3.520  -0.804  0.157
S  -1.899  5.891  -2.631  0.444
S  0.600  2.278  -2.674  0.029
S  -4.082  0.208  1.483  0.436
C  -3.110  1.016  2.701  -0.341
C  -1.941  1.510  2.193  -0.270
C  -1.805  1.196  0.812  -0.388
C  -2.864  0.503  0.318  -0.276
C  -3.026  0.011  -1.056  0.184
C  -4.113  -0.679  -1.456  -0.228
C  -4.165  -1.032  -2.812  -0.110
C  -3.101  -0.756  -3.622  -0.259
C  -2.062  -0.012  -3.148  0.081
N  -2.018  0.325  -1.855  -0.476
H  -3.516  1.000  3.726  0.248
H  -1.258  2.033  2.796  0.243
H  -4.937  -0.795  -0.769  0.241
H  -5.131  -1.584  -3.242  0.247
H  -3.255  -1.031  -4.665  0.244
H  -1.192  0.179  -3.682  0.220
O  0.237  -0.532  -0.952  -0.996
S  1.566  -1.203  -0.821  1.315
C  1.443  -1.992  0.829  -0.240
C  2.592  -2.512  1.410  -0.223
C  2.500  -2.941  2.698  -0.186
C  1.358  -2.677  3.415  -0.193
C  0.223  -2.145  2.840  -0.195
C  0.221  -1.953  1.473  -0.167
C  1.501  -2.589  -1.872  -0.332
C  2.600  -2.730  -2.737  -0.153
C  2.521  -3.701  -3.744  -0.208
C  1.417  -4.579  -3.649  -0.148
C  0.423  -4.602  -2.645  -0.205
C  0.510  -3.551  -1.729  -0.155
H  3.542  -2.414  0.909  0.233
H  3.401  -3.230  3.251  0.235
H  1.356  -2.892  4.474  0.229
H  -0.647  -2.027  3.492  0.237
H  -0.627  -1.522  0.963  0.225
H  3.475  -2.100  -2.542  0.232
H  3.268  -3.813  -4.503  0.241
H  1.416  -5.342  -4.405  0.223
H  -0.322  -5.337  -2.733  0.239
H  -0.240  -3.343  -0.947  0.230

Forces on atoms 1 to 6 (eV/Å):
0.3 1.7 -0.5
-1.4 -3.1 -1.1
0.5 0.2 2.1
0.0 -0.8 -1.3
-0.5 1.4 -0.7
0.2 -0.6 0.5

Molecular formula: C5H5OS
Method: DFT, the ωB97M-V functional and the def2-TZVPD basis

Properties
highest occupied orbital energy: -13.9 eV
LUMO: -0.2074 Ha
energy relative to the best compared isomer or geometry (same formula, charge and spin): 3.7 kcal per mole
HOMO-LUMO gap: 8.243 eV
total charge: +1

Last column: natural (NBO) charge in e.
Positions of all 12 atoms, in Å:
C  0.032  -0.652  0.911  -0.208
C  -0.246  0.701  0.818  -0.117
C  0.321  -1.098  -0.467  0.290
C  -0.395  1.455  -0.335  -0.242
C  -0.123  1.027  -1.625  0.222
O  0.243  -0.319  -1.531  -0.346
S  0.200  -1.663  2.361  0.221
H  0.534  -2.619  1.541  0.129
H  -0.395  1.280  1.725  0.255
H  0.659  -2.198  -0.687  0.247
H  -0.616  2.553  -0.113  0.272
H  -0.214  1.533  -2.598  0.278

Forces on atoms 1 to 6 (eV/Å):
0.8 -0.1 -3.4
-0.4 0.1 1.7
0.0 -1.0 1.5
0.1 3.3 -1.3
-0.2 -2.2 3.7
0.0 0.1 -1.1

Molecular formula: C39H41N12O4SSeTc
Method: DFT, the ωB97M-V functional and the def2-TZVPD basis

Properties
highest occupied orbital energy (spin up / spin down): -5.2 / -5.2 eV
LUMO (spin up / spin down): 0.0405 / 0.0548 Ha
energy relative to the best compared isomer or geometry (same formula, charge and spin): 7.7 kcal per mole
HOMO-LUMO gap (spin up / spin down): 6.292 / 6.684 eV
total charge: -1
multiplicity: 2

Last column: Mulliken spin population.
Positions of all 99 atoms, in Å:
Tc  0.980  -1.524  -0.347  0.923
O  -2.207  -3.163  -2.135  -0.003
C  -1.176  -3.283  -1.531  0.011
O  -0.404  -2.168  -1.371  0.045
C  -0.738  -4.587  -0.939  0.001
C  -1.717  -5.586  -0.977  -0.001
C  -1.475  -6.856  -0.502  0.003
C  -0.219  -7.150  0.026  -0.002
C  0.756  -6.180  0.075  0.005
C  0.527  -4.876  -0.397  0.005
S  1.870  -3.775  -0.317  -0.014
H  -2.679  -5.325  -1.398  0.000
H  -2.248  -7.612  -0.538  0.000
H  -0.006  -8.141  0.408  0.000
H  1.729  -6.403  0.494  0.000
N  -0.437  1.108  1.451  -0.001
C  -0.387  -0.139  1.990  -0.008
N  -0.877  -0.457  3.160  0.005
N  -0.584  -1.785  3.310  -0.006
N  0.047  -2.240  2.312  0.010
N  0.201  -1.218  1.404  -0.010
C  0.027  1.410  0.192  0.017
N  -0.008  2.605  -0.351  -0.001
N  0.529  2.420  -1.580  0.014
N  0.873  1.194  -1.747  0.002
N  0.559  0.511  -0.627  -0.007
H  -0.868  1.837  1.994  0.000
C  7.066  -1.064  4.187  0.000
C  6.546  -1.476  2.831  0.001
C  5.782  -2.634  2.718  0.000
C  5.272  -3.028  1.492  0.002
C  5.546  -2.283  0.359  -0.004
C  6.295  -1.116  0.461  -0.001
N  6.572  -0.335  -0.675  0.000
C  5.808  -0.309  -1.840  0.000
C  6.440  -0.320  -3.081  0.000
C  5.705  -0.268  -4.255  0.000
C  4.320  -0.239  -4.210  0.000
C  3.678  -0.233  -2.979  -0.001
C  4.410  -0.240  -1.801  0.010
C  3.684  -0.104  -0.490  -0.001
O  3.908  0.781  0.293  0.015
O  2.798  -1.077  -0.252  -0.015
C  6.790  -0.694  1.701  0.000
C  7.534  0.614  1.773  0.000
H  6.871  -1.846  4.919  0.000
H  6.577  -0.151  4.535  0.000
H  8.141  -0.876  4.165  0.000
H  5.572  -3.219  3.605  0.000
H  4.652  -3.911  1.411  0.001
H  5.156  -2.598  -0.601  0.002
H  7.518  -0.008  -0.768  0.000
H  7.522  -0.383  -3.118  0.000
H  6.218  -0.269  -5.209  0.000
H  3.742  -0.211  -5.124  0.000
H  2.598  -0.164  -2.930  0.006
H  7.003  1.362  1.182  0.000
H  8.552  0.528  1.377  0.000
H  7.609  0.977  2.795  0.000
C  -4.110  2.260  -4.512  0.000
C  -4.739  3.074  -3.385  0.000
C  -3.782  4.107  -2.789  0.000
C  -2.668  3.492  -1.941  0.000
N  -3.176  2.943  -0.697  0.000
C  -3.299  1.619  -0.401  0.002
Se  -2.822  0.206  -1.442  -0.003
N  -3.779  1.545  0.879  0.000
C  -4.065  0.303  1.584  0.000
C  -5.315  -0.414  1.076  0.000
C  -6.579  0.442  1.030  0.000
C  -7.100  0.844  2.408  0.000
C  -3.869  2.820  1.419  0.000
C  -4.212  3.277  2.680  0.000
C  -4.177  4.649  2.899  0.000
C  -3.805  5.534  1.887  0.000
C  -3.451  5.073  0.625  0.000
C  -3.490  3.707  0.411  0.000
H  -4.825  1.548  -4.924  0.000
H  -3.255  1.687  -4.151  0.000
H  -3.773  2.916  -5.319  0.000
H  -5.077  2.396  -2.595  0.000
H  -5.627  3.591  -3.761  0.000
H  -4.342  4.819  -2.176  0.000
H  -3.312  4.680  -3.595  0.000
H  -1.911  4.235  -1.686  0.000
H  -2.161  2.690  -2.472  0.000
H  -4.144  0.544  2.643  0.000
H  -3.211  -0.363  1.459  0.000
H  -5.480  -1.278  1.728  0.000
H  -5.101  -0.800  0.080  0.000
H  -7.354  -0.125  0.508  0.000
H  -6.393  1.335  0.425  0.000
H  -7.282  -0.043  3.019  0.000
H  -8.037  1.399  2.331  0.000
H  -6.387  1.477  2.934  0.000
H  -4.481  2.599  3.478  0.000
H  -4.435  5.034  3.877  0.000
H  -3.779  6.596  2.089  0.000
H  -3.145  5.756  -0.156  0.000

Forces on atoms 1 to 6 (eV/Å):
0.2 0.3 0.3
0.1 0.0 0.0
0.1 -0.1 0.1
-0.2 -0.2 -0.3
0.1 0.1 0.1
-0.1 0.0 0.0

Molecular formula: C20H27N5O3
Method: DFT, the ωB97M-V functional and the def2-TZVPD basis

Properties
highest occupied orbital energy: -8.4 eV
LUMO: 0.0180 Ha
energy relative to the best compared isomer or geometry (same formula, charge and spin): 45.0 kcal per mole
HOMO-LUMO gap: 8.915 eV
SMILES: CCNC(=O)N1CCC(n2nccc2NC(=O)CCOc2ccccc2)CC1
total charge: 0

Last column: natural (NBO) charge in e.
Positions of all 55 atoms, in Å:
C  4.034  2.397  -0.950  -0.618
H  3.889  1.463  -0.411  0.216
C  3.516  2.265  -2.380  -0.219
N  2.103  1.948  -2.429  -0.637
C  1.704  0.642  -2.529  0.800
O  2.491  -0.260  -2.746  -0.676
N  0.359  0.402  -2.358  -0.476
C  -0.709  1.359  -2.534  -0.205
H  -1.184  1.197  -3.513  0.189
H  -0.329  2.380  -2.519  0.206
C  -1.760  1.172  -1.436  -0.405
H  -1.302  1.363  -0.464  0.198
H  -2.577  1.881  -1.579  0.226
C  -2.290  -0.263  -1.516  -0.052
N  -3.402  -0.518  -0.634  -0.182
C  -3.551  -0.397  0.712  0.305
C  -4.847  -0.770  1.012  -0.353
C  -5.407  -1.107  -0.225  -0.045
N  -4.536  -0.955  -1.199  -0.282
H  -6.399  -1.452  -0.435  0.208
H  -5.304  -0.782  1.977  0.252
N  -2.539  0.046  1.551  -0.639
C  -2.730  0.426  2.846  0.686
O  -3.803  0.449  3.401  -0.590
C  -1.441  0.853  3.541  -0.515
C  -0.328  -0.189  3.451  -0.066
O  0.231  -0.130  2.151  -0.551
C  1.334  -0.901  1.872  0.375
C  1.915  -0.684  0.625  -0.298
C  3.005  -1.426  0.221  -0.183
C  3.542  -2.383  1.068  -0.240
C  2.976  -2.587  2.313  -0.188
C  1.872  -1.856  2.723  -0.319
H  1.444  -2.044  3.695  0.218
H  3.389  -3.329  2.981  0.214
H  4.396  -2.965  0.758  0.216
H  3.421  -1.258  -0.761  0.244
H  1.494  0.071  -0.019  0.219
H  0.447  0.035  4.196  0.190
H  -0.730  -1.191  3.650  0.185
H  -1.682  1.039  4.587  0.246
H  -1.088  1.786  3.094  0.233
H  -1.586  0.023  1.210  0.429
C  -1.129  -1.248  -1.346  -0.409
C  -0.094  -0.974  -2.437  -0.222
H  -0.538  -1.169  -3.422  0.183
H  0.781  -1.614  -2.316  0.255
H  -1.493  -2.271  -1.438  0.229
H  -0.660  -1.138  -0.368  0.199
H  -2.721  -0.416  -2.513  0.235
H  1.504  2.604  -1.954  0.382
H  3.676  3.198  -2.929  0.188
H  4.034  1.453  -2.894  0.234
H  5.095  2.631  -0.961  0.215
H  3.510  3.192  -0.423  0.196

Forces on atoms 1 to 6 (eV/Å):
-0.1 -0.1 -0.3
0.0 -0.1 0.1
0.2 0.0 0.0
-0.1 0.3 0.0
-0.3 0.3 -0.1
0.4 -0.3 0.0

Number 1: F_max 4.4 eV Å⁻¹. Number 2: F_max 3.6 eV Å⁻¹. Number 3: F_max 4.4 eV Å⁻¹. Number 4: F_max 0.4 eV Å⁻¹. Number 5: F_max 0.9 eV Å⁻¹.